195
Properties=species:S:1:pos:R:3 method="wB97M-V/def2-TZVPD" e_lumo_ha=-0.3373 gap_ev=9.542 spin_multiplicity=1 charge=+5
Cl 0.726 -1.534 -0.897
O 1.788 -0.942 -0.086
O 0.864 -0.985 -2.224
O 0.850 -2.961 -0.892
O -0.536 -1.182 -0.323
C -3.864 -9.093 4.343
C -4.502 -8.190 3.275
C -3.501 -7.204 2.679
C -4.031 -6.615 1.354
P -2.911 -5.408 0.547
C -3.843 -4.758 -0.853
C -3.095 -3.840 -1.792
C -3.815 -3.234 -3.003
C -2.836 -2.498 -3.916
C -2.475 -4.136 1.758
C -3.646 -3.332 2.330
C -3.313 -2.312 3.425
C -2.306 -1.266 2.941
C -1.384 -6.139 -0.063
C -1.532 -7.003 -1.345
C -0.176 -7.574 -1.767
C -0.253 -8.601 -2.882
H -4.531 -9.900 4.636
H -3.764 -8.518 5.270
H -2.834 -9.372 4.116
H -5.253 -7.642 3.852
H -5.077 -8.708 2.509
H -2.539 -7.709 2.534
H -3.245 -6.383 3.354
H -5.012 -6.163 1.518
H -4.219 -7.372 0.586
H -4.729 -4.281 -0.423
H -4.206 -5.630 -1.409
H -2.222 -4.349 -2.211
H -2.737 -3.002 -1.179
H -4.574 -2.522 -2.674
H -4.305 -4.010 -3.594
H -3.503 -1.887 -4.526
H -2.156 -3.120 -4.500
H -2.137 -1.844 -3.382
H -1.763 -3.562 1.152
H -1.960 -4.659 2.568
H -4.327 -4.016 2.849
H -4.273 -2.877 1.559
H -2.813 -2.824 4.256
H -4.250 -1.992 3.878
H -2.672 -0.541 2.216
H -1.469 -1.767 2.432
H -1.734 -0.792 3.745
H -0.950 -6.722 0.750
H -0.735 -5.288 -0.297
H -2.005 -6.480 -2.172
H -2.117 -7.887 -1.076
H 0.355 -8.067 -0.944
H 0.530 -6.754 -1.963
H -0.903 -9.400 -2.527
H 0.744 -8.906 -3.199
H -0.660 -8.242 -3.832
C -2.023 10.786 -0.275
C -1.591 10.479 1.145
C -2.046 9.112 1.698
C -1.168 7.952 1.234
P -1.511 6.420 2.093
C -0.583 5.076 1.317
C -0.951 4.833 -0.169
C -0.104 3.770 -0.851
C -0.325 2.309 -0.380
C -3.279 6.052 1.903
C -3.837 4.764 2.546
C -5.254 4.493 2.049
C -5.420 3.937 0.624
C -0.946 6.427 3.849
C -1.914 7.064 4.834
C -1.385 7.047 6.276
C -1.570 5.719 7.007
H -1.724 10.026 -1.002
H -1.649 11.748 -0.626
H -3.101 10.916 -0.415
H -1.872 11.250 1.863
H -0.498 10.564 1.169
H -3.063 8.965 1.329
H -2.049 9.182 2.785
H -0.114 8.156 1.473
H -1.161 7.870 0.146
H -0.697 4.158 1.896
H 0.468 5.381 1.377
H -0.826 5.768 -0.717
H -2.000 4.533 -0.238
H 0.957 4.006 -0.728
H -0.380 3.760 -1.909
H -0.047 2.208 0.674
H 0.341 1.632 -0.918
H -1.339 1.928 -0.488
H -3.468 6.041 0.827
H -3.807 6.898 2.350
H -3.879 4.851 3.632
H -3.170 3.918 2.344
H -5.759 5.460 2.135
H -5.806 3.807 2.695
H -6.439 4.101 0.281
H -5.224 2.869 0.553
H -4.744 4.522 -0.008
H 0.002 6.971 3.783
H -0.716 5.399 4.136
H -2.920 6.644 4.798
H -2.012 8.120 4.573
H -1.792 7.899 6.818
H -0.301 7.203 6.270
H -2.572 5.293 6.955
H -1.229 5.849 8.032
H -0.918 4.971 6.542
C 0.304 3.596 -5.684
N 0.218 2.101 -5.868
C 0.879 1.342 -4.727
C -1.243 1.703 -5.816
C 0.964 1.652 -7.111
C 0.571 2.380 -8.406
O -0.820 2.455 -8.626
H 1.320 3.957 -5.564
H -0.359 3.843 -4.861
H -0.123 3.978 -6.611
H 0.430 1.620 -3.777
H 1.932 1.608 -4.775
H 0.747 0.283 -4.925
H -1.764 2.027 -6.709
H -1.571 2.087 -4.856
H -1.261 0.614 -5.822
H 0.801 0.588 -7.279
H 2.031 1.814 -6.962
H 1.052 1.790 -9.192
H 0.894 3.419 -8.397
H -1.185 1.601 -8.892
C 3.581 2.817 1.485
N 4.759 1.986 1.850
C 5.935 2.831 2.259
C 4.486 1.078 3.012
C 5.178 1.102 0.661
C 5.264 1.799 -0.671
O 6.364 2.665 -0.710
H 3.326 3.481 2.310
H 2.721 2.172 1.305
H 3.830 3.414 0.616
H 6.092 3.650 1.558
H 6.877 2.290 2.296
H 5.684 3.274 3.221
H 3.798 0.292 2.728
H 4.172 1.663 3.875
H 5.455 0.705 3.343
H 4.349 0.389 0.619
H 6.111 0.604 0.913
H 4.312 2.256 -0.944
H 5.366 0.966 -1.377
H 6.962 2.507 -1.447
C 4.004 -1.915 -2.861
N 4.965 -2.542 -3.843
C 6.365 -2.007 -3.662
C 5.059 -4.002 -3.467
C 4.540 -2.430 -5.286
C 4.858 -1.099 -5.954
O 4.112 -0.086 -5.264
H 4.530 -1.812 -1.914
H 3.143 -2.572 -2.777
H 3.655 -0.933 -3.166
H 7.010 -2.235 -4.506
H 6.774 -2.388 -2.733
H 6.251 -0.923 -3.624
H 5.400 -4.063 -2.438
H 5.783 -4.476 -4.126
H 4.089 -4.476 -3.593
H 3.466 -2.620 -5.254
H 4.931 -3.258 -5.877
H 4.589 -1.054 -7.011
H 5.916 -0.830 -5.894
H 4.376 0.773 -5.612
C 3.314 -3.593 4.066
N 1.917 -3.212 3.670
C 1.035 -3.567 4.831
C 1.785 -1.727 3.454
C 1.509 -3.838 2.334
C 1.499 -5.352 2.421
O 0.442 -5.835 3.223
H 3.461 -3.253 5.092
H 4.031 -3.034 3.468
H 3.469 -4.665 4.057
H -0.003 -3.530 4.506
H 1.262 -2.899 5.656
H 1.225 -4.590 5.148
H 0.755 -1.552 3.151
H 2.429 -1.424 2.633
H 2.009 -1.219 4.389
H 2.180 -3.362 1.624
H 0.491 -3.522 2.106
H 2.446 -5.797 2.751
H 1.482 -5.829 1.434
H 0.255 -6.762 3.038

37
Properties=species:S:1:pos:R:3 method="wB97M-V/def2-TZVPD" e_lumo_ha=0.0091 gap_ev=9.479 spin_multiplicity=1 relative_energy_kj_mol=220.39
C 0.085 -1.309 2.129
N -0.089 0.179 2.167
C 0.926 1.002 1.472
C 0.732 2.497 1.551
S 1.903 3.391 0.426
C 2.309 0.758 1.960
O 3.101 0.044 1.372
C -1.349 -1.846 2.036
H 0.687 -1.573 1.215
H 0.456 -1.648 3.149
H -0.222 0.580 3.100
H 0.896 0.510 0.377
H -0.265 2.803 1.029
H 0.868 2.941 2.576
H 2.102 2.175 -0.239
H 2.618 1.092 2.905
H -1.483 -2.845 1.505
H -1.990 -1.234 1.291
H -1.999 -1.882 2.986
H -0.198 2.769 -1.927
H -0.885 1.655 -2.637
O -1.007 2.271 -1.824
H -0.329 -3.565 -1.248
H -1.311 -2.508 -1.891
O -0.537 -3.015 -1.986
H 1.199 -1.779 -2.912
H 0.022 -1.317 -3.812
O 1.003 -1.221 -3.739
H -3.198 -1.710 -1.625
H -2.506 -0.499 -0.888
O -2.417 -1.439 -1.238
H -1.651 0.526 0.909
H -1.790 1.463 -0.366
O -2.285 0.904 0.206
H 2.700 -0.008 -2.600
H 1.800 1.060 -3.179
O 2.104 0.779 -2.252

14
Properties=species:S:1:pos:R:3 method="wB97M-V/def2-TZVPD" e_lumo_ha="-0.0129 / -0.0125" gap_ev="7.659 / 7.724" spin_multiplicity=1 relative_energy_kj_mol=520.65
C 1.657 -0.262 1.311
N 0.994 0.484 0.259
C -0.924 0.140 -0.148
N -1.464 1.204 -0.818
N -1.432 -0.655 0.676
C 0.638 -0.219 -0.812
C 0.549 -0.802 -1.934
H -0.830 1.706 -1.420
H -2.058 1.798 -0.254
H -2.435 -0.561 0.803
H 1.990 0.432 2.082
H 0.964 -0.976 1.779
H 2.500 -0.848 0.921
H -0.148 -1.439 -2.445

13
Properties=species:S:1:pos:R:3 method="wB97M-V/def2-TZVPD" e_lumo_ha=0.1690 gap_ev=8.210 spin_multiplicity=1 relative_energy_kj_mol=175.40 charge=-1
C -0.767 0.618 0.125
O -0.816 -0.279 1.112
C 0.250 0.239 -0.980
N -0.291 -0.688 -1.917
H -1.829 0.796 -0.123
H -0.570 1.586 0.468
H 0.776 1.049 -1.473
H 1.127 -0.243 -0.428
H -0.023 -1.559 -1.482
H -1.322 -0.849 -1.824
H 1.935 -0.404 2.161
H 0.224 -0.276 1.878
O 1.306 0.009 2.483

59
Properties=species:S:1:pos:R:3 method="wB97M-V/def2-TZVPD" e_lumo_ha=-0.0907 gap_ev=3.595 spin_multiplicity=1 relative_energy_kj_mol=0.00
C -0.979 3.220 1.584
C -0.163 2.888 0.602
N 0.275 1.527 0.320
C -0.618 0.650 -0.176
C -2.038 1.057 -0.408
C -2.910 0.603 0.793
C -4.215 1.404 0.953
C -5.448 0.652 0.404
C -5.819 1.219 -0.985
C -0.230 -0.674 -0.466
P -1.364 -1.960 -1.110
N -0.962 -2.366 -2.560
C 1.108 -1.018 -0.263
C 1.577 -2.405 -0.603
O 1.861 -2.648 -1.722
O 1.684 -3.280 0.408
C 1.138 -4.571 0.108
C 0.156 -4.952 1.194
O -0.004 -4.328 2.196
C 2.027 -0.087 0.260
C 3.450 -0.584 0.430
C 4.468 0.092 -0.501
C 5.867 -0.453 -0.190
Br 6.411 -1.760 -1.519
C 1.586 1.189 0.571
S 2.626 2.458 1.311
C 3.092 3.572 0.000
O 1.916 3.173 2.330
O 3.844 1.890 1.813
H -1.747 2.588 2.000
H -0.918 4.220 1.988
H 0.235 3.651 -0.050
H -2.388 0.523 -1.288
H -2.140 2.112 -0.635
H -2.338 0.638 1.719
H -3.154 -0.441 0.638
H -4.385 1.512 2.024
H -4.149 2.402 0.524
H -5.221 -0.400 0.243
H -6.288 0.721 1.088
H -5.900 2.300 -0.885
H -6.734 0.781 -1.365
H -4.975 1.030 -1.645
H -2.698 -1.524 -1.050
H -1.222 -2.999 -0.155
H -1.814 -2.198 -3.205
H 1.938 -5.311 0.123
H 0.629 -4.590 -0.855
H -0.444 -5.853 0.977
H 3.729 -0.402 1.465
H 3.533 -1.653 0.262
H 4.168 -0.159 -1.517
H 4.429 1.169 -0.429
H 6.579 0.359 -0.124
H 5.837 -0.993 0.747
H 4.052 3.956 0.336
H 3.266 3.033 -0.927
H 2.403 4.404 -0.083
Br -2.619 -3.382 -4.690

12
Properties=species:S:1:pos:R:3 method="wB97M-V/def2-TZVPD" e_lumo_ha="-0.8410 / -0.7868" gap_ev="5.766 / 8.745" spin_multiplicity=1 relative_energy_kj_mol=51.68 charge=+4
H 1.251 -1.151 0.854
C -0.083 -0.740 -0.076
C 1.313 -0.687 -0.314
O 2.059 0.134 -0.793
In 3.813 0.540 -1.067
H -0.593 -1.687 -0.275
O -1.577 0.716 1.743
C -1.148 0.419 0.628
C -1.125 0.636 -0.726
H -1.434 0.041 2.442
H -0.499 1.464 -1.084
H -1.977 0.315 -1.333

19
Properties=species:S:1:pos:R:3 method="wB97M-V/def2-TZVPD" e_lumo_ha=-0.2470 gap_ev=11.238 spin_multiplicity=1 relative_energy_kj_mol=23.27 charge=+2
C -3.132 -0.540 0.000
C 1.607 0.189 0.583
N -2.198 0.161 0.010
N -3.972 -1.478 0.138
N 2.855 -0.244 0.325
N 1.246 0.367 1.853
N 0.719 0.482 -0.357
N 1.194 0.560 -1.713
O -1.696 1.333 -0.175
H 2.184 0.873 -1.775
H -4.473 -1.603 1.015
H 3.482 -0.405 1.097
H 3.101 -0.740 -0.516
H 1.881 0.136 2.601
H 0.404 0.856 2.098
H 0.617 1.266 -2.201
H -4.239 -2.080 -0.638
H 1.098 -0.338 -2.224
H -0.677 1.204 -0.122

30
Properties=species:S:1:pos:R:3 method="wB97M-V/def2-TZVPD" e_lumo_ha=-0.0210 gap_ev=6.822 spin_multiplicity=1 relative_energy_kj_mol=1652.13
O -0.290 0.996 1.516
H -0.543 0.077 1.608
H -0.976 1.481 1.974
O -0.554 2.578 -0.574
H 0.189 2.474 0.021
H -1.128 1.839 -0.371
O -1.612 -2.347 -0.965
H -1.418 -1.651 -1.594
H -1.428 -1.956 -0.111
O 1.510 -1.036 -1.416
H 1.383 -1.885 -0.994
H 1.885 -1.247 -2.272
O -1.190 -0.731 -2.242
H -0.597 -0.313 -1.616
H -1.939 -0.137 -2.295
O 1.857 0.114 1.584
H 2.286 -0.562 2.109
H 1.003 0.235 2.000
O -0.217 -0.178 -0.527
H 0.373 -0.924 -0.640
H 0.120 0.280 0.243
O 1.004 2.383 0.706
H 1.018 1.645 1.316
H 1.922 2.633 0.610
O 0.692 -2.091 1.430
H 1.425 -1.893 2.012
H 1.098 -2.252 0.578
O -1.902 1.151 -0.493
H -2.593 0.968 -1.129
H -1.378 0.351 -0.470

8
Properties=species:S:1:pos:R:3 method="wB97M-V/def2-TZVPD" e_lumo_ha="-0.1741 / -0.1752" gap_ev="3.974 / 3.931" spin_multiplicity=1 relative_energy_kj_mol=436.70
C 0.842 -0.361 0.879
C 1.231 -0.274 -1.559
C 0.921 0.301 -0.295
N 0.803 -1.090 1.774
N 1.402 -0.586 -2.682
S -2.507 0.281 0.739
H 1.030 1.325 -0.162
H -3.722 0.406 1.306

14
Properties=species:S:1:pos:R:3 method="wB97M-V/def2-TZVPD" e_lumo_ha=-0.0034 gap_ev=9.308 spin_multiplicity=1 relative_energy_kj_mol=406.42
O -1.256 0.455 -1.119
C -0.073 -0.120 -1.505
C 1.163 0.200 -0.339
C 0.530 0.439 0.985
C -1.149 -0.480 1.171
O -1.164 -1.637 0.853
H -1.183 0.354 0.002
H 0.388 0.352 -2.380
H -0.143 -1.215 -1.602
H 1.647 1.092 -0.757
H 1.831 -0.668 -0.361
H 0.848 -0.169 1.825
H 0.359 1.491 1.236
H -1.798 -0.093 1.992

74
Properties=species:S:1:pos:R:3 method="wB97M-V/def2-TZVPD" e_lumo_ha=-0.2941 gap_ev=5.828 spin_multiplicity=1 relative_energy_kj_mol=0.00 charge=+2
C 3.028 1.334 -4.340
H 3.739 0.698 -4.879
H 3.598 2.112 -3.814
H 2.371 1.809 -5.080
C 2.269 0.466 -3.377
C 2.607 -0.880 -3.266
H 3.446 -1.216 -3.872
C 1.937 -1.855 -2.545
C 2.350 -3.292 -2.683
H 2.634 -3.743 -1.722
H 3.229 -3.329 -3.339
H 1.569 -3.911 -3.146
C 0.177 -2.666 -1.100
C -0.832 -3.292 -1.843
C -1.368 -4.490 -1.373
H -2.144 -4.995 -1.949
C -0.899 -5.038 -0.175
H -1.292 -5.997 0.167
C 0.054 -4.369 0.598
H 0.391 -4.779 1.551
C 0.597 -3.171 0.136
C 0.935 2.409 -2.868
C 0.059 2.699 -3.924
C -0.447 3.989 -4.062
H -1.153 4.207 -4.864
C -0.065 4.989 -3.164
H -0.486 5.992 -3.259
C 0.874 4.721 -2.164
H 1.186 5.499 -1.464
C 1.419 3.447 -2.059
C -3.059 0.895 -3.507
H -3.437 0.475 -4.441
C -3.475 2.158 -3.089
H -4.160 2.736 -3.711
C -2.987 2.716 -1.909
H -3.286 3.721 -1.603
C -2.076 2.005 -1.119
C -1.710 0.706 -1.518
H -1.709 2.406 -0.168
C -2.134 0.162 -2.746
H -1.818 -0.836 -3.061
N 0.909 -1.562 -1.718
N 1.333 1.040 -2.615
Ta 0.209 0.210 -1.015
H 1.301 -2.574 0.722
H -1.137 -2.833 -2.788
H -0.264 1.871 -4.561
H 2.160 3.196 -1.299
F 0.787 1.765 -0.095
C -0.329 -0.410 0.852
C -0.405 -0.450 2.106
C -0.311 -0.384 3.467
C 1.022 -0.201 4.026
C 1.304 -0.500 5.382
C 2.574 -0.285 5.916
C 3.598 0.217 5.098
C 3.356 0.460 3.738
C 2.086 0.239 3.204
C -1.524 -0.413 4.264
C -1.597 0.256 5.510
C -2.768 0.239 6.266
C -3.890 -0.456 5.794
C -3.851 -1.088 4.541
C -2.690 -1.041 3.767
H 0.513 -0.906 6.015
H 2.759 -0.502 6.970
H 4.587 0.409 5.517
H 4.155 0.827 3.090
H 1.878 0.429 2.148
H -0.729 0.809 5.873
H -2.796 0.762 7.224
H -4.797 -0.498 6.400
H -4.728 -1.619 4.166
H -2.647 -1.501 2.778

Number 1: E -4019.95177 a.u., molecular weight 1035.0 g mol⁻¹, largest force on an atom 2.01 eV/Å. Number 2: E -1183.84265 a.u., molecular weight 241.3 g mol⁻¹, largest force on an atom 3.84 eV/Å. Number 3: E -320.68499 a.u., molecular weight 97.1 g mol⁻¹, largest force on an atom 1.22 eV/Å. Number 4: E -286.18046 a.u., molecular weight 78.1 g mol⁻¹, largest force on an atom 12.85 eV/Å. Number 5: E -7114.42158 a.u., molecular weight 588.3 g mol⁻¹, largest force on an atom 2.49 eV/Å. Number 6: E -493.60383 a.u., molecular weight 199.9 g mol⁻¹, largest force on an atom 9.20 eV/Å. Number 7: E -485.27335 a.u., molecular weight 134.1 g mol⁻¹, largest force on an atom 1.36 eV/Å. Number 8: E -763.85266 a.u., molecular weight 180.2 g mol⁻¹, largest force on an atom 13.48 eV/Å. Number 9: E -623.00677 a.u., molecular weight 98.1 g mol⁻¹, largest force on an atom 2.65 eV/Å. Number 10: E -307.55764 a.u., molecular weight 88.1 g mol⁻¹, largest force on an atom 4.15 eV/Å. Number 11: E -1733.08465 a.u., molecular weight 716.6 g mol⁻¹, largest force on an atom 5.63 eV/Å.